C44H57AsFN6O4PPrS as an isolated structure at a distorted geometry, computed with wB97M-V/def2-TZVPD.

Atoms and positions in Å:
Pr  -0.352440  -0.107670  -0.389730
C  1.405032  -0.591615  -3.997308
C  2.544269  -0.821823  -3.040218
C  3.870591  -0.762573  -3.545806
C  4.909202  -1.103634  -2.745886
C  4.662069  -1.513454  -1.417300
C  5.705713  -1.942632  -0.570481
C  5.410673  -2.319987  0.708812
C  4.087565  -2.261699  1.186065
C  3.026827  -1.835394  0.400014
S  1.419666  -1.800036  1.060626
C  3.319332  -1.471784  -0.959768
N  2.282434  -1.120705  -1.790308
H  0.467538  -0.375771  -3.483535
H  1.637624  0.229238  -4.684107
H  1.261454  -1.491925  -4.606740
H  4.030617  -0.455029  -4.572372
H  5.931440  -1.075116  -3.112771
H  6.722286  -1.964309  -0.948370
H  6.201442  -2.665141  1.365658
H  3.861960  -2.556285  2.203717
F  -1.140242  0.167996  -2.382746
C  -1.630026  3.456297  0.878075
C  -1.126251  2.199885  0.272056
O  -0.821562  1.307627  1.120973
H  -1.704603  3.390204  1.967762
H  -2.608654  3.678431  0.445483
H  -0.947572  4.267260  0.593080
C  2.073838  -4.676688  4.740030
C  0.950851  -4.341931  3.790565
C  0.183879  -3.202741  3.951245
C  -0.811648  -2.850252  3.044093
C  -1.573194  -1.570096  3.299548
C  -1.065615  -3.672605  1.931610
As  -2.650508  -3.159103  0.887450
N  -2.366805  -1.423348  0.292273
C  -3.477581  -0.597894  0.474372
C  -3.600511  0.578590  -0.307204
C  -4.656179  1.462923  -0.141344
C  -5.669319  1.231137  0.779301
C  -5.594426  0.066721  1.535665
C  -4.537221  -0.823595  1.394232
C  -2.598277  -4.043490  -0.897116
C  -1.574385  -3.910396  -1.847928
C  -0.315497  -3.140462  -1.554000
C  -1.713146  -4.494119  -3.107025
C  -2.848937  -5.202775  -3.463884
C  -2.986959  -5.834360  -4.828870
C  -3.867325  -5.313050  -2.523761
C  -3.766458  -4.746420  -1.256230
C  -4.946761  -4.916923  -0.318405
C  -0.366085  -4.890133  1.817526
C  -0.654426  -5.942886  0.768814
C  0.644715  -5.180114  2.728028
H  2.123224  -3.957692  5.559510
H  3.036246  -4.660913  4.221303
H  1.949536  -5.674336  5.168556
H  0.372094  -2.549396  4.799520
H  -1.339636  -1.185690  4.293628
H  -2.650610  -1.724329  3.240178
H  -1.329041  -0.793927  2.574229
H  -2.876676  0.773440  -1.089473
H  -4.695860  2.349739  -0.768760
H  -6.493455  1.924920  0.893559
H  -6.372762  -0.158670  2.256996
H  -4.526235  -1.707374  2.005536
H  -0.038610  -3.223886  -0.511910
H  -0.493171  -2.096384  -1.787327
H  0.524275  -3.468217  -2.166307
H  -0.905333  -4.379468  -3.826571
H  -2.114634  -5.621597  -5.450300
H  -3.873134  -5.457803  -5.348524
H  -3.090774  -6.921018  -4.751564
H  -4.774287  -5.855179  -2.786746
H  -5.731611  -5.499737  -0.805896
H  -5.363121  -3.953567  -0.026484
H  -4.662398  -5.423999  0.602765
H  -1.719830  -6.086533  0.616020
H  -0.227420  -6.897924  1.081300
H  -0.222469  -5.685004  -0.199599
H  1.203885  -6.105643  2.607566
C  2.737766  5.011204  -4.823972
C  1.227655  4.915513  -4.623464
C  0.640768  3.745877  -5.412966
C  0.824022  4.833526  -3.148207
N  1.166768  3.577844  -2.485518
C  0.395366  2.523555  -2.272655
N  1.121671  1.579825  -1.727434
N  2.371768  2.102078  -1.614973
N  2.419534  3.296245  -2.070329
H  2.974279  5.024486  -5.891653
H  3.251576  4.162263  -4.370813
H  3.142354  5.922785  -4.373381
H  0.776972  5.843679  -4.985525
H  1.105050  2.799881  -5.113044
H  0.819485  3.879662  -6.483358
H  -0.440183  3.652388  -5.260222
H  -0.257715  4.923458  -3.070256
H  1.278302  5.641110  -2.578761
H  -0.635241  2.421713  -2.569150
C  4.650289  1.367864  0.759034
O  3.567857  1.395825  1.690653
P  1.967641  1.338354  1.320576
O  1.631145  2.939971  1.150253
C  1.727973  3.862772  2.231929
O  1.496438  1.222350  2.882992
C  1.930554  0.225185  3.811906
H  5.475209  1.915346  1.214836
H  4.396289  1.830567  -0.191708
H  4.970153  0.341673  0.581099
H  2.652732  3.719254  2.792359
H  0.883765  3.749208  2.910629
H  1.719097  4.863584  1.802514
H  1.409321  -0.714037  3.646243
H  1.701881  0.609686  4.805522
H  3.004796  0.056844  3.731122

Atomic forces in eV per Å
Pr 0.8 -1.9 -1.4
C 0.0 0.0 0.1
C -0.1 -0.1 0.0
C -0.1 0.0 -0.1
C 0.1 0.0 0.0
C -0.1 0.0 0.0
C 0.0 0.0 0.0
C -0.2 -0.1 0.2
C 0.1 0.0 -0.1
C 0.0 0.1 -0.1
S 0.5 -0.5 0.4
C -0.1 0.1 -0.1
N 0.2 -0.1 0.0
H 0.1 0.0 0.0
H 0.0 0.0 0.0
H 0.0 0.1 0.0
H 0.0 0.0 0.0
H 0.0 0.0 0.0
H 0.0 0.0 0.0
H 0.0 0.0 0.0
H 0.0 0.0 0.0
F -0.3 0.0 -0.7
C -0.1 0.4 0.2
C -0.1 -0.4 0.0
O -0.8 1.8 2.2
H 0.0 0.1 0.0
H 0.0 0.0 0.0
H -0.1 0.0 0.0
C 0.0 0.0 -0.1
C 0.0 0.0 0.1
C 0.0 0.0 0.0
C 0.0 0.1 0.0
C 0.2 -0.1 0.1
C 0.1 -0.1 0.0
As -0.4 0.0 -0.4
N -0.3 0.1 0.2
C 0.0 -0.3 0.0
C -0.2 -0.1 0.0
C 0.1 0.0 -0.1
C 0.0 -0.1 0.1
C 0.2 0.0 -0.1
C 0.0 0.5 -0.2
C 0.1 -0.1 0.0
C 0.0 0.0 0.1
C -0.4 -0.4 -0.1
C 0.0 0.0 0.0
C 0.0 0.0 0.0
C 0.0 0.0 0.1
C 0.0 0.0 -0.1
C 0.0 0.0 0.0
C 0.1 0.0 -0.1
C 0.0 0.0 0.0
C 0.1 0.2 0.0
C 0.0 0.0 0.0
H 0.0 0.0 0.0
H 0.0 0.0 0.0
H 0.0 0.0 0.0
H 0.0 0.0 0.0
H 0.0 0.0 0.0
H -0.1 0.0 0.0
H 0.0 0.0 0.0
H -0.1 0.0 0.0
H 0.0 0.0 0.0
H 0.0 0.0 0.0
H 0.0 0.0 0.0
H 0.0 -0.2 0.1
H 0.2 0.0 0.2
H 0.0 0.0 -0.4
H 0.0 0.0 0.0
H 0.0 0.0 0.0
H -0.1 0.0 0.0
H 0.1 0.0 0.0
H 0.0 0.1 0.0
H 0.1 0.0 0.0
H 0.0 0.0 0.0
H 0.0 0.0 0.0
H 0.0 0.0 0.0
H -0.2 0.0 0.0
H 0.0 0.0 0.0
H 0.0 0.0 0.0
H 0.0 0.0 0.0
C 0.0 0.1 0.0
C 0.1 -0.3 0.0
C 0.0 0.0 0.0
C 0.0 -0.1 0.1
N 0.2 0.8 -0.5
C -0.2 -0.4 -0.3
N 0.9 0.9 -0.4
N -0.2 -0.1 -0.1
N -0.3 -0.3 0.1
H 0.0 0.0 0.1
H 0.0 0.0 0.0
H 0.0 -0.1 0.0
H -0.1 0.0 0.0
H -0.1 0.1 0.0
H 0.0 0.0 0.1
H 0.1 0.0 0.0
H -0.1 0.0 0.1
H 0.0 0.0 0.1
H 0.0 0.0 0.2
C -0.2 -0.1 0.0
O 0.2 -0.1 0.0
P 0.6 0.7 0.8
O -0.1 0.0 0.1
C 0.1 -0.1 -0.1
O 0.0 -0.2 -0.1
C 0.0 0.2 -0.3
H 0.0 0.0 0.0
H -0.1 0.0 0.0
H 0.0 0.0 0.0
H 0.0 0.0 0.0
H 0.0 0.0 0.0
H 0.0 0.0 0.0
H 0.0 0.0 -0.1
H 0.0 0.0 0.0
H 0.0 0.0 0.0

Output
multiplicity	3
total charge	-1
LUMO (alpha / beta)	2.216 / 2.216	eV